ORCA calculation (ωB97M-V with the def2-TZVPD basis set) on 8 unconnected molecules or ions with the total composition C46H116F6N8O11S2.

Summary:
Frontier orbital gap (alpha / beta) = 0.3017 / 0.0851 Ha
Net charge = +7
Highest occupied orbital energy (alpha / beta) = -0.7750 / -0.7750 Eh
Energy relative to the best compared isomer or geometry (same formula, charge and spin) = 0.0 kcal per mole
Spin multiplicity = 2
⟨S²⟩ = 0.754
E_LUMO (alpha / beta) = -12.9 / -18.8 eV

Last columns: bonded neighbours and bond lengths (Å).
Cartesian coordinates (Å):
1 C -0.03 -3.91 0.33  F2 1.275, F3 1.424, F4 1.312, S5 1.967
2 F -1.17 -4.47 0.30  C1 1.275
3 F 0.35 -3.79 1.70  C1 1.424
4 F 0.87 -4.65 -0.28  C1 1.312
5 S 0.02 -2.11 -0.46  C1 1.967, O6 1.457, O7 1.467, N8 1.781, S9 2.601
6 O 1.39 -1.61 -0.35  S5 1.457
7 O -0.50 -2.16 -1.83  S5 1.467
8 N -1.19 -1.11 0.39  S5 1.781, S9 1.520
9 S -0.35 -0.22 1.30  S5 2.601, N8 1.520, O10 1.452, O11 1.483, C12 1.979
10 O 0.40 -0.91 2.33  S9 1.452
11 O 0.25 0.92 0.57  S9 1.483
12 C -1.81 0.63 2.32  S9 1.979, F13 1.238, F14 1.362, F15 1.330
13 F -2.80 0.87 1.60  C12 1.238
14 F -2.21 -0.10 3.39  C12 1.362
15 F -1.36 1.75 2.88  C12 1.330
16 C 4.83 -0.55 3.61  C17 1.539, H26 1.090, H27 1.090, H28 1.090
17 C 4.56 -1.90 2.93  C16 1.539, N18 1.558, H29 1.090, H30 1.090
18 N 4.01 -2.97 3.92  C17 1.558, C19 1.562, C20 1.507, C22 1.548
19 C 2.76 -2.27 4.55  N18 1.562, H31 1.090, H32 1.090, H33 1.090
20 C 3.58 -4.13 3.07  N18 1.507, C21 1.594, H34 1.090, H35 1.090
21 C 3.05 -5.34 3.95  C20 1.594, H36 1.090, H37 1.090, H38 1.090
22 C 5.06 -3.17 5.05  N18 1.548, C23 1.521, H39 1.090, H40 1.090
23 C 6.40 -3.70 4.57  C22 1.521, O24 1.374, H41 1.090, H42 1.090
24 O 6.27 -4.80 3.75  C23 1.374, C25 1.471
25 C 6.75 -6.13 4.15  O24 1.471, H43 1.090, H44 1.090, H45 1.090
26 H 5.12 0.12 2.80  C16 1.090
27 H 5.62 -0.56 4.36  C16 1.090
28 H 3.97 0.06 3.88  C16 1.090
29 H 5.45 -2.36 2.50  C17 1.090
30 H 3.83 -1.80 2.13  C17 1.090
31 H 2.30 -2.96 5.26  C19 1.090
32 H 2.09 -1.96 3.75  C19 1.090
33 H 3.10 -1.43 5.15  C19 1.090
34 H 4.41 -4.40 2.42  C20 1.090
35 H 2.74 -3.79 2.46  C20 1.090
36 H 3.15 -6.17 3.25  C21 1.090
37 H 2.02 -5.30 4.31  C21 1.090
38 H 3.61 -5.60 4.84  C21 1.090
39 H 4.64 -3.99 5.64  C22 1.090
40 H 5.12 -2.30 5.69  C22 1.090
41 H 6.93 -4.02 5.47  C23 1.090
42 H 6.93 -2.92 4.02  C23 1.090
43 H 6.49 -6.75 3.30  C25 1.090
44 H 6.23 -6.51 5.02  C25 1.090
45 H 7.82 -6.09 4.35  C25 1.090
46 C -3.98 -0.28 6.53  C47 1.568, H56 1.090, H57 1.090, H58 1.090
47 C -2.73 -1.17 6.23  C46 1.568, N48 1.537, H59 1.090, H60 1.090
48 N -2.46 -2.26 7.29  C47 1.537, C49 1.578, C50 1.582, C52 1.549
49 C -3.76 -3.16 7.36  N48 1.578, H61 1.090, H62 1.090, H63 1.090
50 C -1.23 -3.12 6.79  N48 1.582, C51 1.561, H64 1.090, H65 1.090
51 C -1.33 -3.68 5.34  C50 1.561, H66 1.090, H67 1.090, H68 1.090
52 C -2.04 -1.83 8.71  N48 1.549, C53 1.505, H69 1.090, H70 1.090
53 C -0.84 -0.97 8.98  C52 1.505, O54 1.408, H71 1.090, H72 1.090
54 O -1.03 0.13 8.12  C53 1.408, C55 1.400
55 C -0.01 1.09 8.14  O54 1.400, H73 1.090, H74 1.090, H75 1.090
56 H -4.89 -0.85 6.33  C46 1.090
57 H -4.15 0.63 5.96  C46 1.090
58 H -4.25 -0.06 7.57  C46 1.090
59 H -1.88 -0.53 6.01  C47 1.090
60 H -2.99 -1.55 5.25  C47 1.090
61 H -3.51 -4.01 7.99  C49 1.090
62 H -3.93 -3.38 6.31  C49 1.090
63 H -4.61 -2.58 7.71  C49 1.090
64 H -1.26 -3.98 7.46  C50 1.090
65 H -0.24 -2.67 6.87  C50 1.090
66 H -2.29 -4.19 5.25  C51 1.090
67 H -0.72 -4.58 5.28  C51 1.090
68 H -1.12 -2.99 4.53  C51 1.090
69 H -1.92 -2.76 9.26  C52 1.090
70 H -2.93 -1.36 9.16  C52 1.090
71 H 0.03 -1.59 8.80  C53 1.090
72 H -0.78 -0.56 9.99  C53 1.090
73 H -0.32 2.10 8.39  C55 1.090
74 H 0.31 1.26 7.12  C55 1.090
75 H 0.93 0.77 8.60  C55 1.090
76 C -2.82 1.28 -8.23  C77 1.516, H86 1.090, H87 1.090, H88 1.090
77 C -3.77 1.98 -7.28  C76 1.516, N78 1.525, H89 1.090, H90 1.090
78 N -4.17 1.23 -6.01  C77 1.525, C79 1.483, C80 1.558, C82 1.543
79 C -5.30 1.93 -5.34  N78 1.483, H91 1.090, H92 1.090, H93 1.090
80 C -4.67 -0.21 -6.30  N78 1.558, C81 1.608, H94 1.090, H95 1.090
81 C -5.97 -0.28 -7.24  C80 1.608, H96 1.090, H97 1.090, H98 1.090
82 C -2.87 1.14 -5.18  N78 1.543, C83 1.581, H99 1.090, H100 1.090
83 C -3.22 0.76 -3.69  C82 1.581, O84 1.414, H101 1.090, H102 1.090
84 O -2.05 0.18 -3.16  C83 1.414, C85 1.405
85 C -1.27 1.10 -2.44  O84 1.405, H103 1.090, H104 1.090, H105 1.090
86 H -3.19 0.36 -8.69  C76 1.090
87 H -1.90 1.00 -7.71  C76 1.090
88 H -2.78 1.87 -9.14  C76 1.090
89 H -4.70 2.12 -7.83  C77 1.090
90 H -3.33 2.95 -7.02  C77 1.090
91 H -5.42 1.31 -4.46  C79 1.090
92 H -6.19 1.99 -5.96  C79 1.090
93 H -4.99 2.93 -5.05  C79 1.090
94 H -4.93 -0.83 -5.44  C80 1.090
95 H -3.80 -0.71 -6.74  C80 1.090
96 H -5.86 -1.03 -8.02  C81 1.090
97 H -6.31 0.68 -7.63  C81 1.090
98 H -6.91 -0.64 -6.81  C81 1.090
99 H -2.31 2.08 -5.23  C82 1.090
100 H -2.12 0.44 -5.55  C82 1.090
101 H -4.05 0.06 -3.55  C83 1.090
102 H -3.54 1.67 -3.18  C83 1.090
103 H -0.35 0.58 -2.17  C85 1.090
104 H -1.84 1.50 -1.60  C85 1.090
105 H -0.93 1.85 -3.16  C85 1.090
106 C 4.97 5.42 0.77  C107 1.564, H116 1.090, H117 1.090, H118 1.090
107 C 4.58 4.09 0.05  C106 1.564, N108 1.593, H119 1.090, H120 1.090
108 N 3.47 4.28 -1.09  C107 1.593, C109 1.516, C110 1.585, C112 1.581
109 C 2.09 4.59 -0.54  N108 1.516, H121 1.090, H122 1.090, H123 1.090
110 C 3.98 5.42 -2.07  N108 1.585, C111 1.579, H124 1.090, H125 1.090
111 C 3.15 5.54 -3.40  C110 1.579, H126 1.090, H127 1.090, H128 1.090
112 C 3.42 2.94 -1.92  N108 1.581, C113 1.562, H129 1.090, H130 1.090
113 C 3.23 1.62 -1.10  C112 1.562, O114 1.374, H131 1.090, H132 1.090
114 O 4.50 1.19 -0.84  C113 1.374, C115 1.462
115 C 4.57 -0.24 -0.52  O114 1.462, H133 1.090, H134 1.090, H135 1.090
116 H 4.03 5.63 1.30  C106 1.090
117 H 5.20 6.30 0.17  C106 1.090
118 H 5.79 5.36 1.48  C106 1.090
119 H 4.13 3.38 0.74  C107 1.090
120 H 5.49 3.66 -0.36  C107 1.090
121 H 1.44 4.75 -1.40  C109 1.090
122 H 2.11 5.50 0.07  C109 1.090
123 H 1.75 3.71 0.00  C109 1.090
124 H 4.99 5.14 -2.36  C110 1.090
125 H 3.92 6.29 -1.42  C110 1.090
126 H 2.16 5.99 -3.30  C111 1.090
127 H 3.33 4.75 -4.13  C111 1.090
128 H 3.62 6.39 -3.90  C111 1.090
129 H 4.40 2.95 -2.39  C112 1.090
130 H 2.64 3.10 -2.66  C112 1.090
131 H 2.88 0.84 -1.77  C113 1.090
132 H 2.72 1.71 -0.14  C113 1.090
133 H 5.43 -0.23 0.16  C115 1.090
134 H 4.62 -0.84 -1.43  C115 1.090
135 H 3.70 -0.60 0.02  C115 1.090
136 C 1.92 -1.48 -4.05  C137 1.552, H145 1.090, H146 1.090, H147 1.090
137 C 2.47 -0.16 -4.65  C136 1.552, C138 1.527, N141 1.518, H148 1.090
138 C 3.96 0.14 -4.60  C137 1.527, O139 1.417, H149 1.090, H150 1.090
139 O 4.39 1.29 -5.30  C138 1.417, C140 1.448
140 C 5.83 1.46 -5.33  O139 1.448, H151 1.090, H152 1.090, H153 1.090
141 N 2.12 -0.08 -6.13  C137 1.518, H142 1.010, H143 1.010, H144 1.010
142 H 1.14 0.10 -6.29  N141 1.010
143 H 2.75 0.59 -6.54  N141 1.010
144 H 2.40 -1.01 -6.39  N141 1.010
145 H 2.37 -2.32 -4.59  C136 1.090
146 H 0.85 -1.50 -4.25  C136 1.090
147 H 2.23 -1.72 -3.03  C136 1.090
148 H 1.81 0.53 -4.12  C137 1.090
149 H 4.59 -0.70 -4.88  C138 1.090
150 H 4.31 0.28 -3.57  C138 1.090
151 H 5.92 1.84 -6.34  C140 1.090
152 H 6.34 0.52 -5.14  C140 1.090
153 H 6.02 2.20 -4.55  C140 1.090
154 C -4.54 -3.24 0.08  C155 1.528, H163 1.090, H164 1.090, H165 1.090
155 C -4.02 -2.92 -1.32  C154 1.528, C156 1.550, N159 1.509, H166 1.090
156 C -4.94 -2.93 -2.57  C155 1.550, O157 1.378, H167 1.090, H168 1.090
157 O -4.28 -2.44 -3.68  C156 1.378, C158 1.398
158 C -4.45 -3.17 -4.85  O157 1.398, H169 1.090, H170 1.090, H171 1.090
159 N -3.51 -1.50 -1.30  C155 1.509, H160 1.010, H161 1.010, H162 1.010
160 H -3.03 -1.32 -2.17  N159 1.010
161 H -4.09 -0.70 -1.07  N159 1.010
162 H -2.77 -1.53 -0.62  N159 1.010
163 H -3.70 -3.18 0.77  C154 1.090
164 H -4.76 -4.30 0.13  C154 1.090
165 H -5.38 -2.61 0.39  C154 1.090
166 H -3.09 -3.43 -1.55  C155 1.090
167 H -5.89 -2.43 -2.43  C156 1.090
168 H -5.29 -3.95 -2.70  C156 1.090
169 H -3.84 -2.81 -5.68  C158 1.090
170 H -5.45 -3.18 -5.28  C158 1.090
171 H -3.95 -4.13 -4.69  C158 1.090
172 C -2.94 3.55 0.69  C173 1.528, H181 1.090, H182 1.090, H183 1.090
173 C -3.18 4.70 -0.28  C172 1.528, C174 1.519, N177 1.554, H184 1.090
174 C -2.61 4.59 -1.68  C173 1.519, O175 1.492, H185 1.090, H186 1.090
175 O -3.03 5.79 -2.46  C174 1.492, C176 1.407
176 C -2.30 5.71 -3.66  O175 1.407, H187 1.090, H188 1.090, H189 1.090
177 N -4.71 4.94 -0.37  C173 1.554, H178 1.010, H179 1.010, H180 1.010
178 H -5.24 4.12 -0.11  N177 1.010
179 H -4.98 5.81 0.08  N177 1.010
180 H -4.90 5.14 -1.35  N177 1.010
181 H -3.82 2.94 0.89  C172 1.090
182 H -2.69 3.83 1.71  C172 1.090
183 H -2.21 2.83 0.29  C172 1.090
184 H -2.75 5.50 0.33  C173 1.090
185 H -2.91 3.62 -2.08  C174 1.090
186 H -1.54 4.43 -1.61  C174 1.090
187 H -2.46 6.51 -4.38  C176 1.090
188 H -2.53 4.77 -4.15  C176 1.090
189 H -1.23 5.74 -3.43  C176 1.090